[1]
{"formula": "C36H30ClFN6O4Tc", "method": "the ωB97M-V functional and the def2-TZVPD basis", "symbols": ["Tc", "C", "C", "N", "C", "C", "N", "C", "C", "C", "C", "C", "N", "C", "C", "N", "C", "C", "N", "C", "C", "C", "N", "C", "C", "H", "H", "H", "H", "H", "H", "H", "H", "H", "H", "H", "H", "F", "C", "C", "C", "C", "C", "C", "H", "H", "H", "H", "C", "C", "C", "C", "Cl", "C", "C", "C", "O", "C", "C", "O", "O", "H", "H", "H", "H", "H", "H", "H", "H", "C", "O", "C", "C", "H", "H", "H", "H", "H", "H"], "positions_angstrom": [[0.612, -0.479, 0.632], [0.032, -3.378, 3.935], [0.393, -2.246, 3.253], [0.295, -2.141, 1.921], [-0.219, -3.234, 1.248], [-0.534, -4.399, 1.994], [-0.423, -4.488, 3.288], [-0.434, -3.086, -0.143], [-1.046, -4.006, -1.027], [-1.274, -3.676, -2.339], [-0.858, -2.402, -2.816], [-0.248, -1.544, -1.932], [-0.052, -1.870, -0.650], [0.250, -0.187, -2.251], [0.254, 0.368, -3.524], [0.720, 1.582, -3.780], [1.217, 2.257, -2.746], [1.257, 1.724, -1.473], [0.762, 0.512, -1.215], [-1.960, -4.628, -3.254], [-1.884, -4.493, -4.637], [-2.555, -5.391, -5.452], [-3.290, -6.402, -4.996], [-3.359, -6.533, -3.673], [-2.726, -5.688, -2.778], [0.118, -3.429, 5.011], [0.772, -1.379, 3.781], [-0.892, -5.281, 1.473], [-1.323, -4.978, -0.648], [-1.028, -2.097, -3.836], [-0.136, -0.195, -4.363], [1.601, 3.251, -2.938], [1.686, 2.255, -0.640], [-1.288, -3.717, -5.096], [-2.496, -5.290, -6.530], [-3.960, -7.357, -3.305], [-2.860, -5.858, -1.719], [6.847, -0.604, 1.327], [5.506, -0.671, 1.149], [4.981, -0.402, -0.097], [3.601, -0.458, -0.259], [2.719, -0.781, 0.787], [3.326, -1.073, 2.013], [4.702, -1.015, 2.212], [5.642, -0.156, -0.918], [3.220, -0.260, -1.255], [2.721, -1.364, 2.862], [5.148, -1.242, 3.171], [-1.847, 6.448, 1.766], [-0.516, 6.134, 1.148], [0.022, 6.906, 0.133], [1.251, 6.588, -0.430], [1.891, 7.578, -1.708], [1.968, 5.499, 0.016], [1.441, 4.706, 1.032], [0.213, 5.024, 1.589], [-0.384, 4.298, 2.586], [0.327, 3.195, 3.100], [0.123, 1.945, 2.255], [-1.112, 1.645, 2.046], [1.088, 1.269, 1.869], [-2.248, 7.376, 1.363], [-1.764, 6.542, 2.849], [-2.563, 5.647, 1.572], [-0.519, 7.772, -0.225], [2.932, 5.265, -0.416], [2.013, 3.860, 1.384], [-0.091, 2.987, 4.085], [1.394, 3.395, 3.202], [-3.279, 0.780, -0.039], [-1.878, 0.573, 0.116], [-1.323, 0.281, 1.362], [-2.268, -0.428, 2.293], [-3.620, 1.649, 0.528], [-3.847, -0.101, 0.265], [-3.436, 0.959, -1.100], [-3.131, 0.191, 2.554], [-1.757, -0.703, 3.215], [-2.617, -1.348, 1.822]], "spin_multiplicity": 4, "total_energy_ha": -2660.15250, "s2": 3.790, "orbital_gap_ev": [4.77, 6.06], "homo_energy_ev": [-5.57, -7.52], "lumo_energy_ev": [-0.79, -1.46], "charge": 0}

***

[2]
{"formula": "C36H30IrN4O4S4", "method": "the ωB97M-V functional and the def2-TZVPD basis", "symbols": ["Ir", "O", "S", "O", "O", "O", "N", "S", "N", "S", "N", "S", "N", "C", "C", "C", "C", "C", "C", "C", "C", "C", "C", "C", "C", "C", "C", "C", "C", "C", "C", "C", "C", "C", "C", "C", "C", "C", "C", "C", "C", "C", "C", "C", "C", "C", "C", "C", "C", "H", "H", "H", "H", "H", "H", "H", "H", "H", "H", "H", "H", "H", "H", "H", "H", "H", "H", "H", "H", "H", "H", "H", "H", "H", "H", "H", "H", "H", "H"], "positions_angstrom": [[0.230, -0.086, 0.239], [2.469, -2.699, 1.777], [1.645, -1.791, 1.077], [2.286, -0.625, 0.354], [0.682, -0.910, 1.986], [0.634, -2.289, 0.112], [-1.731, 0.102, -0.098], [-2.819, 0.562, 0.777], [-3.210, 2.135, 0.969], [-2.383, 3.306, 1.540], [-1.177, 3.087, 2.513], [0.279, 2.646, 1.849], [0.320, 1.876, 0.600], [1.108, 4.208, 1.627], [1.106, 5.142, 2.654], [1.761, 6.345, 2.459], [2.406, 6.598, 1.253], [2.406, 5.648, 0.244], [1.756, 4.435, 0.428], [1.039, 1.897, 3.258], [0.426, 1.783, 4.492], [1.108, 1.131, 5.509], [2.371, 0.607, 5.279], [2.968, 0.721, 4.029], [2.301, 1.370, 3.005], [-1.942, 4.360, 0.181], [-1.708, 5.705, 0.434], [-1.289, 6.511, -0.610], [-1.104, 5.965, -1.875], [-1.339, 4.617, -2.105], [-1.766, 3.797, -1.071], [-3.533, 4.233, 2.513], [-3.149, 4.778, 3.726], [-4.082, 5.509, 4.446], [-5.363, 5.689, 3.946], [-5.728, 5.139, 2.723], [-4.811, 4.402, 1.993], [-4.384, 0.002, 0.143], [-5.574, 0.435, 0.710], [-6.764, -0.076, 0.225], [-6.753, -1.002, -0.813], [-5.554, -1.424, -1.365], [-4.352, -0.927, -0.880], [-2.699, -0.069, 2.440], [-3.272, 0.584, 3.523], [-3.146, 0.026, 4.784], [-2.455, -1.168, 4.950], [-1.893, -1.812, 3.857], [-2.017, -1.267, 2.588], [0.608, 4.927, 3.590], [1.778, 7.084, 3.249], [2.921, 7.538, 1.108], [2.918, 5.843, -0.688], [1.740, 3.673, -0.339], [-0.571, 2.170, 4.648], [0.644, 1.024, 6.480], [2.892, 0.095, 6.077], [3.941, 0.289, 3.845], [2.733, 1.423, 2.014], [-1.855, 6.118, 1.423], [-1.107, 7.562, -0.437], [-0.779, 6.599, -2.688], [-1.194, 4.200, -3.092], [-1.951, 2.743, -1.230], [-2.146, 4.623, 4.099], [-3.805, 5.937, 5.399], [-6.084, 6.261, 4.512], [-6.727, 5.284, 2.337], [-5.079, 3.962, 1.042], [-5.571, 1.159, 1.513], [-7.702, 0.245, 0.654], [-7.688, -1.396, -1.188], [-5.549, -2.145, -2.170], [-3.401, -1.244, -1.285], [-3.816, 1.508, 3.389], [-3.589, 0.521, 5.638], [-2.355, -1.598, 5.937], [-1.349, -2.736, 3.986], [-1.565, -1.751, 1.733]], "spin_multiplicity": 1, "total_energy_ha": -3606.42193, "orbital_gap_ev": 8.03, "homo_energy_ev": -10.94, "lumo_energy_ev": -2.91, "charge": 1}

***

[3]
{"formula": "C36H30NO12", "method": "the ωB97M-V functional and the def2-TZVPD basis", "symbols": ["C", "C", "C", "N", "C", "C", "C", "O", "O", "H", "H", "H", "H", "H", "H", "H", "H", "H", "H", "C", "C", "C", "O", "C", "C", "C", "O", "H", "H", "H", "H", "C", "C", "C", "O", "C", "C", "C", "O", "H", "H", "H", "H", "C", "C", "C", "O", "C", "C", "C", "O", "H", "H", "H", "H", "C", "C", "C", "O", "C", "C", "C", "O", "H", "H", "H", "H", "C", "C", "C", "O", "C", "C", "C", "O", "H", "H", "H", "H"], "positions_angstrom": [[4.669, 4.115, 0.032], [5.028, 2.830, 0.257], [4.120, 1.641, 0.053], [2.977, 1.721, 0.961], [1.904, 2.620, 0.565], [1.179, 2.156, -0.697], [4.920, 0.300, 0.283], [6.156, 0.396, 0.317], [4.224, -0.733, 0.395], [4.035, 4.406, -0.801], [4.990, 4.901, 0.711], [6.046, 2.617, 0.579], [3.814, 1.587, -0.996], [3.342, 2.042, 1.852], [2.192, 3.668, 0.451], [1.169, 2.599, 1.380], [0.595, 2.998, -1.091], [0.475, 1.356, -0.471], [1.840, 1.843, -1.502], [-0.431, -1.989, -2.079], [-1.362, -2.808, -1.599], [-2.753, -2.345, -1.388], [-3.595, -3.100, -0.933], [-3.077, -0.945, -1.737], [-2.151, -0.127, -2.222], [-0.753, -0.581, -2.427], [0.104, 0.161, -2.849], [0.597, -2.294, -2.230], [-1.153, -3.836, -1.330], [-4.102, -0.636, -1.577], [-2.362, 0.902, -2.482], [3.202, -3.115, 5.523], [2.619, -4.050, 4.781], [2.558, -3.927, 3.298], [2.011, -4.789, 2.638], [3.171, -2.730, 2.681], [3.756, -1.793, 3.424], [3.819, -1.910, 4.900], [4.347, -1.068, 5.596], [3.259, -3.179, 6.603], [2.163, -4.935, 5.209], [3.128, -2.643, 1.601], [4.206, -0.916, 2.971], [-3.939, -3.598, -4.700], [-4.435, -4.625, -5.384], [-4.497, -4.610, -6.867], [-4.952, -5.546, -7.489], [-3.982, -3.403, -7.562], [-3.486, -2.374, -6.880], [-3.424, -2.390, -5.395], [-2.969, -1.449, -4.783], [-3.890, -3.594, -3.618], [-4.815, -5.515, -4.898], [-4.036, -3.414, -8.643], [-3.105, -1.484, -7.364], [-0.504, 8.402, 0.992], [0.629, 7.737, 1.195], [0.706, 6.265, 0.998], [1.733, 5.655, 1.184], [-0.533, 5.567, 0.564], [-1.666, 6.236, 0.361], [-1.741, 7.704, 0.558], [-2.773, 8.315, 0.371], [-0.585, 9.473, 1.129], [1.543, 8.224, 1.511], [-0.453, 4.496, 0.427], [-2.580, 5.749, 0.046], [-1.201, -3.331, 3.683], [-0.889, -2.260, 2.958], [-1.925, -1.531, 2.189], [-1.654, -0.556, 1.520], [-3.318, -2.039, 2.257], [-3.632, -3.110, 2.978], [-2.595, -3.839, 3.753], [-2.880, -4.815, 4.416], [-0.462, -3.884, 4.248], [0.120, -1.873, 2.887], [-4.048, -1.489, 1.677], [-4.639, -3.503, 3.033]], "spin_multiplicity": 1, "total_energy_ha": -2347.29072, "orbital_gap_ev": 4.21, "homo_energy_ev": -4.58, "lumo_energy_ev": -0.37, "charge": -1}